Entry 1:
C5H8O2 | ωB97M-V with the def2-TZVPD basis set

Each line ends with the natural charge from an NBO analysis.
Geometry (Å):
O 0.5897 -2.2905 1.5829  -0.41
H -1.4389 2.5578 0.7237  0.20
C -0.2704 -2.7052 0.7130  0.31
H 2.5853 0.5062 -0.6200  0.47
H 0.0162 1.7473 -0.0890  0.21
C 0.2273 -1.2981 0.5798  -0.13
H -1.5157 0.6224 -1.6805  0.19
C 1.2790 -0.9182 -0.4140  -0.10
H 0.7818 -0.7223 -1.3779  0.18
H -0.3790 -0.4945 0.9834  0.22
C -1.8846 1.2876 -0.9016  -0.39
O 1.9566 0.2319 0.0584  -0.72
H 1.9639 -1.7682 -0.5502  0.18
C -1.0617 1.8970 -0.0535  -0.40
H -2.9624 1.4231 -0.8544  0.20

Properties
gap between HOMO and LUMO	10.32	eV
energy above the lowest of the compared OMol25 structures with the same formula, charge and spin	4.8871	eV
HOMO energy	-0.357	hartree
energy	-345.6254	hartree

=====

Entry 2:
C5H8O2 | ωB97M-V with the def2-TZVPD basis set

Each line ends with the natural charge from an NBO analysis.
Geometry (Å):
H -0.9640 1.8366 0.6577  0.21
H 1.2715 1.5237 -0.7653  0.22
H 1.5523 0.1195 -1.8692  0.23
C 0.9126 -0.4325 0.0995  0.76
H 1.1418 -0.4647 2.1175  0.48
H 2.6897 0.5272 -0.5786  0.25
C -1.2130 0.8105 0.8948  -0.21
C 1.6346 0.5007 -0.8535  -0.70
O 1.0995 -1.6386 0.1086  -0.58
C -1.1338 -0.1510 -0.0685  -0.10
H -1.4662 -1.8520 -1.2227  0.21
O 1.0317 0.2606 1.4846  -0.81
H -1.7559 0.6724 1.8213  0.22
H -2.9323 -0.7889 -0.9891  0.21
C -1.8685 -0.9235 -0.8372  -0.39

Properties
gap between HOMO and LUMO	8.53	eV
energy above the lowest of the compared OMol25 structures with the same formula, charge and spin	4.1916	eV
HOMO energy	-0.334	hartree
energy	-345.6509	hartree

=====

Entry 3:
C5H8O2 | ωB97M-V with the def2-TZVPD basis set

Each line ends with the natural charge from an NBO analysis.
Geometry (Å):
C 1.0595 -0.4664 0.9801  -0.43
C -1.6550 -0.8703 -0.4250  -0.72
H -0.9901 -1.6778 -0.7454  0.23
H 1.3751 -0.8341 -1.2122  0.22
H 0.5348 -1.4062 1.1286  0.22
C 0.3880 0.6288 0.2133  0.13
C 1.5461 -0.1325 -0.4002  -0.42
C -0.9816 0.4780 -0.3794  0.58
H 0.0336 2.4783 0.1138  0.50
H -2.5265 -0.8173 -1.0798  0.24
H -1.9945 -1.1092 0.5906  0.24
O -1.5435 1.4865 -0.7679  -0.56
O 0.6388 1.9270 0.6369  -0.70
H 1.6573 -0.1371 1.8237  0.24
H 2.4578 0.4522 -0.4771  0.24

Properties
gap between HOMO and LUMO	10.58	eV
energy above the lowest of the compared OMol25 structures with the same formula, charge and spin	1.0703	eV
HOMO energy	-0.355	hartree
energy	-345.7656	hartree

=====

Entry 4:
C5H8O2 | ωB97M-V with the def2-TZVPD basis set

Each line ends with the natural charge from an NBO analysis.
Geometry (Å):
H -1.3122 -0.0023 1.8964  0.28
H -0.5258 -0.5152 -1.7273  0.47
C 0.6103 -1.3798 0.1124  -0.62
H 1.9269 0.2837 -0.6383  0.20
H 0.6807 1.2366 1.3210  0.18
C 0.8816 -0.0007 -0.4773  0.06
H 0.9557 -2.2146 -0.5098  0.24
H -0.3369 1.8668 -1.1634  0.48
O -0.2482 2.1377 -0.2344  -0.71
C -1.1179 0.0504 0.8057  -0.65
H 1.0785 -1.4840 1.1115  0.27
H -2.0659 0.4301 0.3844  0.27
C -0.8761 -1.4012 0.4471  0.19
C 0.0917 0.9527 0.4373  0.05
O 0.2576 0.0399 -1.7652  -0.72

Properties
gap between HOMO and LUMO	8.34	eV
energy above the lowest of the compared OMol25 structures with the same formula, charge and spin	4.0329	eV
HOMO energy	-0.323	hartree
energy	-345.6567	hartree

=====

Entry 5:
C5H8O2 | ωB97M-V with the def2-TZVPD basis set

Each line ends with the natural charge from an NBO analysis.
Geometry (Å):
C -0.7836 0.1079 0.8263  0.03
C 1.0656 1.5122 -0.2904  -0.61
O -1.0720 -0.8201 1.8286  -0.69
H -2.1933 -0.9170 -0.9473  0.22
H -1.3421 1.0279 0.9844  0.19
O 1.5642 -0.6569 0.8330  -0.70
H -0.9327 -1.5465 -2.3271  0.21
H -0.3897 -1.5048 1.7732  0.47
H 1.5541 2.0646 0.5125  0.22
C 0.6138 0.1722 0.2232  0.19
C -1.2207 -1.0511 -1.3963  -0.38
H 1.6725 -1.4356 0.2759  0.48
C -0.4783 -0.4262 -0.5163  -0.08
H 1.7453 1.3888 -1.1381  0.21
H 0.1969 2.0845 -0.6416  0.22

Properties
gap between HOMO and LUMO	9.69	eV
energy above the lowest of the compared OMol25 structures with the same formula, charge and spin	3.0957	eV
HOMO energy	-0.332	hartree
energy	-345.6912	hartree

=====

Entry 6:
C5H8O2 | ωB97M-V with the def2-TZVPD basis set

Each line ends with the natural charge from an NBO analysis.
Geometry (Å):
H -0.4485 1.2745 1.6089  0.22
H 0.5542 -1.8021 -1.9298  0.50
H -0.6164 1.8942 -0.7951  0.25
C 0.0466 1.0523 -1.0758  -0.65
H 1.0686 1.3416 -0.8960  0.21
C 0.2773 -0.7314 -0.3289  0.33
H 0.8456 -1.4612 1.6458  0.23
C -1.0802 -0.1533 -0.0658  0.48
O -2.1891 -0.1378 -0.5671  -0.64
C 0.7633 -0.5227 1.0781  -0.45
C -0.5590 0.2196 1.3523  -0.47
H -0.1899 0.8225 -2.1171  0.22
H -1.2111 -0.2848 2.0622  0.23
H 1.7164 0.0066 1.1640  0.21
O 1.0221 -1.5179 -1.1357  -0.65

Properties
gap between HOMO and LUMO	9.41	eV
energy above the lowest of the compared OMol25 structures with the same formula, charge and spin	3.2824	eV
HOMO energy	-0.322	hartree
energy	-345.6843	hartree

=====

Entry 7:
C5H8O2 | ωB97M-V with the def2-TZVPD basis set

Each line ends with the natural charge from an NBO analysis.
Geometry (Å):
O -2.2434 0.1759 1.0265  -0.46
H 1.7823 -0.9027 0.1210  0.22
C 0.1205 1.3453 -0.3327  -0.32
H 0.5301 -2.0748 -0.3772  0.24
H 0.6267 1.5332 -1.9512  -0.06
H 0.8324 1.6500 0.4369  0.22
C -0.0315 -0.9544 1.4342  -0.53
C -0.1291 -0.0400 -0.6512  0.20
H 0.1574 0.8866 -2.3577  0.20
H -0.4074 -1.8643 1.9098  0.25
O -0.6537 -0.2275 -1.8108  -0.64
C -1.1131 -0.0957 0.8100  0.66
C 0.7077 -1.1053 0.0914  -0.45
H 0.5153 -0.3637 2.1779  0.24
H -0.6941 2.0373 -0.5271  0.23

Properties
gap between HOMO and LUMO	8.68	eV
energy above the lowest of the compared OMol25 structures with the same formula, charge and spin	5.2281	eV
HOMO energy	-0.334	hartree
energy	-345.6128	hartree

=====

Entry 8:
C5H8O2 | ωB97M-V with the def2-TZVPD basis set

Each line ends with the natural charge from an NBO analysis.
Geometry (Å):
C -1.3571 -0.0304 1.3938  0.35
C 0.8108 0.3761 -0.2893  -0.37
H 1.0408 -2.0474 0.0225  0.24
O -2.1594 -0.0299 0.4925  -0.49
C -0.0274 -0.7841 1.3521  0.47
H 1.8994 0.4346 -0.2398  0.23
H 0.4879 0.2193 -2.3741  0.21
H -0.4964 -1.4572 -0.6574  0.24
H 0.5125 1.0966 0.5096  0.21
C 0.1661 0.8683 -1.5628  -0.62
H -1.4513 0.5631 2.3159  0.13
H 0.4190 1.9084 -1.7907  0.22
O 0.7346 -0.7258 2.2934  -0.54
C 0.3445 -1.1887 -0.0036  -0.51
H -0.9240 0.7972 -1.4622  0.23

Properties
gap between HOMO and LUMO	9.46	eV
energy above the lowest of the compared OMol25 structures with the same formula, charge and spin	1.7129	eV
HOMO energy	-0.354	hartree
energy	-345.7420	hartree

=====

Entry 9:
C5H8O2 | ωB97M-V with the def2-TZVPD basis set

Each line ends with the natural charge from an NBO analysis.
Geometry (Å):
O 0.9473 1.3847 -0.7589  -0.67
H 0.8254 -1.0568 1.8607  0.25
H 1.3330 -1.3604 -0.9812  0.20
C 0.6336 -0.0949 1.3849  -0.72
H 0.5076 2.2283 -0.5883  0.49
C -1.3298 0.4765 -0.1912  -0.58
H 0.2326 0.6059 2.1203  0.22
H 1.6103 0.2859 1.0549  0.21
O -0.5646 -1.7097 -0.2541  -0.55
H 0.0346 -0.9980 -2.1617  0.19
H -2.0087 0.2637 -1.0193  0.23
H -1.6350 1.3415 0.4015  0.22
C -1.0017 -0.7574 0.6817  0.24
C 0.1020 0.3689 -0.4507  0.39
C 0.3133 -0.9783 -1.0985  -0.13

Properties
gap between HOMO and LUMO	8.36	eV
energy above the lowest of the compared OMol25 structures with the same formula, charge and spin	5.7827	eV
HOMO energy	-0.287	hartree
energy	-345.5924	hartree

=====

Entry 10:
C5H8O2 | ωB97M-V with the def2-TZVPD basis set

Each line ends with the natural charge from an NBO analysis.
Geometry (Å):
H -0.1721 -2.2777 0.8222  0.23
C 0.1275 1.8592 1.7128  0.74
H 0.5749 3.6616 1.3958  0.49
O 0.9830 2.8780 1.1787  -0.71
C -0.2672 0.3155 1.3391  -0.27
H -1.6524 -1.7171 -0.0456  0.23
C 0.4161 0.6074 -1.0372  -0.66
H -0.3532 0.8145 -1.7847  0.23
H -0.4856 -0.1720 2.2176  0.23
H 1.1489 0.1623 -1.6630  0.23
O -0.5410 2.2465 2.6708  -0.60
C -0.4777 -1.6240 0.0221  -0.65
H -0.1673 -2.1318 -0.8274  0.22
C -0.0900 -0.2055 0.1326  0.07
H 0.6997 1.5871 -0.5299  0.25

Properties
gap between HOMO and LUMO	10.49	eV
energy above the lowest of the compared OMol25 structures with the same formula, charge and spin	1.9187	eV
HOMO energy	-0.356	hartree
energy	-345.7344	hartree

=====

Entry 11:
C5H8O2 | ωB97M-V with the def2-TZVPD basis set

Each line ends with the natural charge from an NBO analysis.
Geometry (Å):
H -0.3916 -2.2255 -0.8453  0.49
H 4.2653 -0.2718 -0.1140  0.20
C -0.1648 -0.3941 -0.3570  0.58
C 2.3999 0.6312 -0.1403  -0.16
H 2.6970 1.6087 -0.5977  0.17
H -2.8657 -1.0942 0.3755  0.21
H -2.8631 0.4179 1.3654  0.24
C -2.6378 0.1192 0.3128  -0.66
O -0.0750 -1.7003 -0.0897  -0.69
O -0.7416 0.1967 -1.4158  -0.48
H -1.1377 1.6512 0.1202  0.20
C -1.2329 0.5032 -0.0644  -0.01
H 3.0306 -1.3823 0.3768  0.21
C 3.2408 -0.3080 0.1491  -0.54
H -3.2549 0.5434 -0.5075  0.24

Properties
gap between HOMO and LUMO (spin up / spin down)	9.02 / 8.05	eV
energy above the lowest of the compared OMol25 structures with the same formula, charge and spin	7.1229	eV
HOMO energy (spin up / spin down)	-0.314 / -0.285	hartree
energy	-345.5432	hartree

=====

Entry 12:
C5H8O2 | ωB97M-V with the def2-TZVPD basis set

Each line ends with the natural charge from an NBO analysis.
Geometry (Å):
C -0.0730 -0.6711 0.4649  -0.52
C -0.1981 -0.2516 -1.0374  -0.47
H 1.8925 -1.5185 0.9618  0.24
H -0.6915 -0.0606 1.1356  0.28
C -1.4300 0.6180 -1.2272  0.78
C 1.3041 -0.6013 0.9361  0.16
H -0.2325 -1.1044 -1.6984  0.27
H 1.4738 1.5189 1.4524  0.22
O -2.4922 0.0951 -0.5795  -0.69
H 0.6562 0.3452 -1.3453  0.24
H -3.2863 0.5761 -0.8786  0.52
O -1.4645 1.6377 -1.8448  -0.52
H -0.4274 -1.6730 0.6078  0.27
H 3.0005 0.5276 1.6829  0.23
C 1.9684 0.5618 1.3696  -0.03

Properties
gap between HOMO and LUMO (spin up / spin down)	8.98 / 5.14	eV
net charge	+1
spin multiplicity	2
energy above the lowest of the compared OMol25 structures with the same formula, charge and spin	0.0517	eV
HOMO energy (spin up / spin down)	-0.536 / -0.532	hartree
energy	-345.4331	hartree

=====

> Which of these has the lowest energy above the lowest of the compared OMol25 structures with the same formula, charge and spin?

number 12